23
Properties=species:S:1:pos:R:3 method="wB97M-V/def2-TZVPD" relative_energy_ev=0.000 e_tot_ha=-779.10410 gap_ev=10.460 molar_mass_da=132.36 charge=0 fmax_ev_per_a=1.15 smiles=C[SiH](C)[Si](C)(C)C
C -0.14 1.30 2.31
Si -1.06 0.65 0.79
C -2.20 -0.68 1.40
Si 0.46 -0.05 -0.83
C 0.47 0.90 -2.46
C 2.19 -0.01 -0.13
C 0.14 -1.86 -1.30
H 0.69 1.93 2.05
H 0.22 0.43 2.86
H -0.77 1.90 2.94
H -2.06 1.68 0.49
H -2.97 -0.25 2.04
H -2.64 -1.24 0.59
H -1.54 -1.35 1.91
H 1.41 0.71 -3.02
H 0.35 1.96 -2.24
H -0.34 0.61 -3.12
H 2.88 -0.29 -0.96
H 2.41 1.03 0.18
H 2.27 -0.70 0.74
H 0.21 -2.53 -0.46
H -0.87 -1.98 -1.72
H 0.89 -2.17 -2.04

***

31
Properties=species:S:1:pos:R:3 method="wB97M-V/def2-TZVPD" relative_energy_ev=5.715 e_tot_ha=-1484.10753 gap_ev=4.063 molar_mass_da=327.23 charge=+1 fmax_ev_per_a=2.90
Sr -2.63 -1.49 3.99
Cl -2.29 -1.66 -0.17
C 0.57 -4.46 -3.58
O 1.18 -3.50 -2.73
H 1.25 -4.88 -4.32
H 0.16 -5.25 -2.94
H -0.19 -3.98 -4.19
H 0.44 -3.14 -2.23
C -4.62 -1.28 -5.07
O -5.47 -1.19 -3.93
H -4.32 -0.24 -5.16
H -3.68 -1.71 -4.70
H -4.99 -1.66 -6.02
H -4.97 -1.40 -3.14
C 1.79 2.99 5.38
O 2.48 2.80 4.18
P 1.87 1.95 2.92
O 0.76 1.06 3.35
O 1.54 3.09 1.87
C 0.41 3.05 1.06
O 3.20 1.21 2.32
C 3.13 0.46 1.12
H 0.75 2.66 5.38
H 1.80 4.05 5.61
H 2.31 2.51 6.21
H -0.32 3.77 1.43
H -0.12 2.10 1.04
H 0.68 3.46 0.08
H 3.15 1.09 0.24
H 2.21 -0.13 1.02
H 3.93 -0.28 0.98

***

25
Properties=species:S:1:pos:R:3 method="wB97M-V/def2-TZVPD" relative_energy_ev=1.756 e_tot_ha=-385.29974 gap_ev="3.725 / 10.089" molar_mass_da=121.20 charge=0 multiplicity=2 fmax_ev_per_a=2.80
C 1.60 -0.84 1.56
C 0.60 0.28 1.87
C 0.08 1.05 0.66
C -1.31 0.78 0.15
C -1.74 1.82 -0.92
N -0.80 2.01 -2.02
N 1.00 -2.07 0.98
H 2.11 -1.09 2.52
H 2.29 -0.53 0.78
H 1.18 1.04 2.41
H -0.22 -0.22 2.43
H 0.02 2.09 1.12
H 0.88 1.06 -0.12
H -2.08 0.73 0.93
H -1.40 -0.30 -0.25
H -2.68 1.41 -1.37
H -1.80 2.74 -0.28
H -1.17 1.57 -2.86
H -0.01 1.35 -1.92
H 0.21 -2.48 1.55
H 1.58 -2.91 0.86
H 0.65 -1.89 -0.01
H -0.48 -2.28 -2.08
H 0.88 -1.96 -2.57
O 0.40 -2.06 -1.72